A cluster of 10 separate species, C36H42F14N13O28S14 in total. Source: the Open Molecules 2025 dataset; level of theory: ωB97M-V with the def2-TZVPD basis set.

```
147
C36H42F14N13O28S14, DFT ωB97M-V with the def2-TZVPD basis set
C -2.78354 -5.82438 -5.37049
N -3.56791 -5.03684 -4.44473
C -4.68270 -5.53408 -3.92739
C -5.34341 -4.86262 -2.86457
C -4.92911 -3.54808 -2.54265
C -3.85658 -3.01948 -3.21377
C -3.10089 -3.78163 -4.08167
C -5.68969 -2.78279 -1.44739
C -7.11533 -2.89854 -1.28235
C -7.72900 -2.22669 -0.20923
N -6.99853 -1.61119 0.72276
C -5.67208 -1.44596 0.58176
C -5.04085 -2.09425 -0.43511
C -7.65708 -1.06204 1.91922
H -2.19254 -6.58184 -4.85565
H -2.09882 -5.20320 -5.94790
H -3.43904 -6.35986 -6.05728
H -4.90889 -6.58512 -4.03017
H -6.16689 -5.33096 -2.34597
H -3.52258 -2.01758 -2.98784
H -2.25442 -3.32082 -4.56907
H -7.67113 -3.58642 -1.90225
H -8.77669 -2.39439 -0.00768
H -5.10412 -0.95065 1.35538
H -3.96564 -1.99271 -0.43765
H -7.97908 -0.02716 1.80332
H -7.03609 -1.20696 2.80323
H -8.54633 -1.65617 2.12977
C 0.42204 10.54828 0.44854
N 0.22252 11.52585 1.51265
C -0.33398 11.09140 2.63730
C -0.66545 12.01176 3.64921
C -0.53164 13.37529 3.40318
C -0.00189 13.83678 2.20713
C 0.39685 12.85770 1.25740
C -0.90486 14.40012 4.41185
C -1.81668 15.36695 4.06627
C -2.40078 16.28203 4.99405
N -2.10711 16.07878 6.29394
C -1.24502 15.08642 6.72591
C -0.60938 14.30363 5.73244
C -2.59555 17.01715 7.26911
H -0.48500 9.97490 0.25712
H 1.18733 9.80969 0.68711
H 0.62473 11.08732 -0.47691
H -0.43076 10.02261 2.75871
H -1.22054 11.72885 4.53138
H 0.09590 14.87408 1.92279
H 0.77700 13.12382 0.28218
H -1.98134 15.53600 3.01237
H -3.06349 17.07820 4.68855
H -0.97422 15.01995 7.76929
H 0.11106 13.52771 5.94531
H -2.79813 16.53504 8.22547
H -3.56664 17.37870 6.93092
H -1.93825 17.87896 7.15358
C 0.82648 -0.04919 2.74791
N 1.23667 -1.12734 1.79301
C 1.58927 -0.77351 0.49387
C 1.84499 -1.77380 -0.44421
C 1.99661 -3.06931 -0.00887
C 1.70027 -3.40337 1.31531
C 1.23127 -2.47661 2.15345
C 2.51778 -4.13945 -0.89741
C 1.96405 -5.37271 -0.79956
C 2.39493 -6.42212 -1.66220
N 3.40345 -6.16652 -2.58322
C 4.00747 -4.96274 -2.67594
C 3.55267 -3.91576 -1.81351
C 3.87948 -7.20371 -3.47330
H 1.13198 -0.36301 3.74606
H -0.26207 -0.07372 2.69729
H 1.18639 0.94414 2.47984
H 1.55568 0.27775 0.24868
H 2.18586 -1.57266 -1.44908
H 1.90955 -4.41179 1.64044
H 0.97378 -2.71533 3.17477
H 1.22674 -5.64514 -0.05891
H 2.04741 -7.44464 -1.65252
H 4.77140 -4.82020 -3.42593
H 4.06183 -2.96454 -1.86166
H 3.65510 -8.20104 -3.09504
H 4.96840 -7.21633 -3.52008
H 3.34652 -7.09706 -4.41812
N 9.22484 -5.26898 -11.50417
S 8.18802 -4.19667 -12.41806
O 6.77416 -4.04330 -12.24600
O 8.71258 -3.92669 -13.76465
F 8.83577 -2.97683 -11.61729
S 8.21134 -6.30434 -11.41932
O 7.74689 -6.96079 -12.69310
O 7.25139 -6.17368 -10.33288
F 9.18555 -7.46668 -10.88539
N -4.01496 5.37159 2.78487
S -5.04506 5.86710 4.13061
O -5.72088 4.69858 4.72287
O -5.75297 7.13326 3.98354
F -3.88276 6.27184 5.23921
S -5.08733 5.60337 1.73922
O -5.10399 6.97202 1.21115
O -6.32041 4.87727 1.82514
F -4.29884 4.76246 0.61525
N -3.75705 -1.94998 7.56702
S -4.04540 -1.43345 8.94021
O -3.20817 -2.03463 9.93362
O -5.39527 -0.99882 9.25258
F -3.33326 0.03507 8.80436
S -4.66061 -3.37174 7.67778
O -6.03516 -3.33094 7.25075
O -4.25160 -4.32598 8.70488
F -4.06885 -4.14302 6.43999
N 3.14509 0.26644 -6.53370
S 4.06351 -0.21485 -7.62988
O 5.22939 -0.95258 -7.19510
O 4.25517 0.58386 -8.82179
F 3.10805 -1.41544 -8.18354
S 4.12885 1.63349 -6.28036
O 4.14144 2.81260 -7.19494
O 5.34492 1.42627 -5.43971
F 3.27049 2.27807 -5.06775
N 4.94890 6.47912 2.33103
S 5.32690 7.19594 3.57628
O 6.76651 7.52064 3.68959
O 4.56991 6.89519 4.78364
F 4.74174 8.61724 3.21195
S 5.84983 5.11686 2.68713
O 5.24176 4.23923 3.71064
O 7.30557 5.24825 2.62978
F 5.58793 4.39381 1.23396
N 5.45442 -14.14374 2.47606
S 6.49659 -13.32784 1.75819
O 6.02175 -12.15433 1.02840
O 7.66392 -14.00140 1.14612
F 7.25526 -12.70609 3.04816
S 4.97358 -14.87970 0.99295
O 5.37171 -16.30435 0.76231
O 4.74263 -14.03941 -0.24619
F 3.48214 -15.00903 1.54131
N -2.15679 -11.24984 -2.23049
S -1.68299 -12.75504 -2.99271
O -1.67395 -14.03467 -2.23360
O -0.62391 -12.53966 -4.01638
F -3.08158 -12.88417 -3.82392
S -2.51511 -11.81293 -0.90131
O -1.34419 -12.12375 -0.06112
O -3.72760 -12.66147 -0.79615
F -3.07143 -10.43809 -0.20357
```

Computed properties:
Molar mass, g/mol: 1819.705
Max |F|, eV/Å: 11.16
Relative energy (zero: lowest compared OMol25 entry of this formula, charge and spin), kcal per mole: 420.73
E_HOMO, Ha: -0.219
2S+1: 1
Charge: -1
Gap between HOMO and LUMO, eV: 1.0

Here are the Löwdin charges for atoms 1 to 5, given in e:
1. C 0.029
2. N -0.078
3. C 0.039
4. C 0.082
5. C -0.111